1.
{"formula": "C22H16Cl4O5P", "method": "wB97M-V/def2-TZVPD", "elements": ["Cl", "Cl", "Cl", "Cl", "P", "O", "O", "O", "O", "O", "C", "C", "C", "C", "C", "C", "C", "C", "C", "C", "C", "C", "C", "C", "C", "C", "C", "C", "C", "C", "C", "C", "H", "H", "H", "H", "H", "H", "H", "H", "H", "H", "H", "H", "H", "H", "H", "H"], "coordinates": [[5.695223, 3.144541, -4.359246], [5.752554, 0.088656, -4.570612], [0.231184, 3.030233, -4.402608], [0.322334, -0.042637, -4.303883], [0.363806, -0.680565, 1.521765], [1.829952, -0.629751, 1.035389], [-2.225868, -2.343369, -1.074128], [3.046008, -1.061830, -4.833143], [2.940713, 4.217136, -4.450880], [-1.334837, -0.242899, -0.891985], [-0.808500, -1.254917, 3.949927], [0.069642, 3.307372, 1.745183], [-2.173287, 2.480588, 1.614027], [-0.812137, -1.798911, 5.219480], [0.351800, -1.262933, 3.212858], [-0.611633, -1.854264, 0.576167], [4.242211, 0.915675, -4.539879], [0.553462, 2.015076, 1.648066], [-4.076256, -2.633954, -2.626851], [-1.687712, 1.191986, 1.521012], [1.778556, 0.858035, -4.472088], [1.518859, -1.764930, 3.730302], [1.748000, 2.213865, -4.424198], [2.965967, 2.996741, -4.441896], [-1.378652, -1.415817, -0.495979], [-0.329886, 0.971769, 1.533990], [1.516606, -2.308417, 5.001645], [0.347735, -2.339078, 5.734847], [3.023815, 0.140749, -4.623374], [-1.291494, 3.535624, 1.728707], [-3.051581, -1.699705, -2.014193], [4.216061, 2.268159, -4.448620], [-1.706680, -0.828931, 3.534621], [2.424830, -2.710887, 5.416148], [-2.363561, 0.360318, 1.405876], [-3.537852, -0.867097, -1.487741], [-2.397972, -1.255228, -2.776379], [-3.608887, -3.329083, -3.324674], [0.754130, 4.132264, 1.846289], [0.332934, -2.808147, 6.703790], [-1.718205, -1.802714, 5.802156], [-3.236104, 2.658401, 1.603911], [1.614664, 1.812454, 1.658865], [2.419164, -1.732339, 3.134379], [-4.538417, -3.239867, -1.847846], [-0.632676, -2.874415, 0.892024], [-1.669192, 4.541221, 1.795455], [-4.868836, -2.098170, -3.156676]], "atomic_forces_ev_per_a": [[-0.6, 0.2, 0.0], [-0.6, -0.1, 0.0], [0.6, 0.1, 0.1], [0.7, 0.0, -0.2], [2.4, -1.9, -3.6], [-1.6, 0.4, 1.2], [-0.1, -0.2, -0.2], [0.1, 1.0, 0.2], [0.1, -0.8, 0.0], [-0.6, 0.1, -0.9], [-0.3, -0.1, 0.5], [0.1, 0.1, 0.0], [-0.2, -0.2, 0.1], [-0.3, 0.1, 0.0], [-0.3, 0.3, -0.5], [0.0, 0.9, 1.3], [1.7, 1.7, 0.2], [0.4, 0.5, 0.1], [0.3, -0.4, 0.2], [-0.6, 0.2, 0.0], [-2.0, 1.4, 0.5], [0.5, -0.2, 0.3], [-1.5, -1.5, -0.2], [-0.3, 2.5, 0.0], [1.2, 0.7, 1.1], [-0.1, -0.8, 0.3], [0.1, -0.1, 0.0], [0.1, -0.2, 0.2], [0.0, -2.7, -0.3], [0.0, 0.3, 0.0], [-0.3, 0.7, -0.4], [1.7, -1.7, 0.0], [-0.2, 0.0, -0.1], [0.2, -0.1, 0.1], [-0.1, -0.2, 0.0], [-0.1, -0.1, -0.4], [-0.4, 0.1, -0.1], [0.0, 0.0, -0.1], [0.2, 0.2, 0.0], [0.0, 0.0, 0.3], [-0.2, 0.0, 0.1], [-0.2, 0.1, 0.0], [0.1, -0.1, -0.1], [0.0, 0.0, -0.1], [-0.1, 0.0, 0.1], [0.0, -0.5, 0.3], [-0.1, 0.3, 0.0], [0.2, 0.1, 0.1]], "lowdin_charge": [0.7403, 0.7464, 0.7543, 0.7883, 0.7370, -0.4177, -0.0439, 0.1002, 0.0845, -0.0497, -0.0781, -0.0959, -0.0884, -0.0978, -0.2878, -0.1415, -0.5805, -0.0755, -0.0805, -0.0944, -0.5761, -0.0753, -0.5824, -0.4474, -0.6355, -0.2833, -0.0951, -0.1142, -0.4408, -0.1117, -0.2909, -0.5853, 0.0988, 0.0921, 0.1034, 0.1190, 0.1044, 0.0654, 0.0908, 0.0898, 0.0929, 0.0941, 0.1010, 0.0998, 0.0685, 0.0426, 0.0888, 0.0675], "e_lumo_ha": -0.015, "homo_ev": -3.59, "orbital_gap_ha": 0.1173, "total_charge": -1}

2.
{"formula": "C24H30N2O6S", "method": "wB97M-V/def2-TZVPD", "elements": ["S", "O", "O", "O", "O", "O", "O", "N", "N", "C", "C", "C", "C", "C", "C", "C", "C", "C", "C", "C", "C", "C", "C", "C", "C", "C", "C", "C", "C", "C", "C", "C", "C", "H", "H", "H", "H", "H", "H", "H", "H", "H", "H", "H", "H", "H", "H", "H", "H", "H", "H", "H", "H", "H", "H", "H", "H", "H", "H", "H", "H", "H", "H"], "coordinates": [[-0.542187, 2.263835, -1.259915], [-0.871787, 3.330235, -0.355130], [0.751508, 2.305943, -1.881032], [1.729908, -0.119222, 1.216299], [3.837622, -0.176882, 0.445036], [-0.833948, -2.876057, 1.587810], [2.150659, -3.651243, 0.147435], [2.058954, -3.084318, 2.321982], [-1.701537, 2.200697, -2.505970], [-1.503273, 3.270274, -3.479679], [-5.023935, 2.923609, -1.010330], [1.357965, -1.348036, 3.885594], [-0.812922, -1.738736, 0.836013], [0.028703, -3.931917, 1.215095], [1.388972, -2.846419, 3.581406], [3.355096, -0.826513, -1.833986], [1.510903, -3.527792, 1.178139], [-0.745895, 0.691598, -0.456829], [-3.784275, 3.133399, -1.587172], [-0.577330, 2.784269, -4.586975], [3.441338, 0.322410, -0.840529], [-5.480686, 1.636932, -0.779920], [3.494153, -1.103823, 2.560744], [2.892210, -0.404959, 1.347359], [3.429806, -2.621249, 2.313245], [2.769142, -0.764351, 3.866085], [-1.412781, -0.618202, 1.415723], [-3.455628, 0.757255, -1.719913], [-2.991387, 2.048969, -1.946420], [-1.367982, 0.600603, 0.773504], [-4.693187, 0.555254, -1.136773], [-0.235417, -1.643041, -0.427595], [-0.203340, -0.419036, -1.068079], [2.480778, 0.839425, -0.753489], [0.387473, 2.524557, -4.162492], [4.337047, -1.266152, -1.992882], [-1.779620, 1.491911, 1.218966], [2.972269, -0.455700, -2.779836], [3.867466, -2.874401, 1.345668], [0.374972, -3.238174, 3.557580], [2.718111, 0.318459, 3.986791], [-1.873647, -0.723951, 2.385308], [-0.444731, 3.568037, -5.328597], [0.268049, -0.305827, -2.031031], [3.348796, -1.172773, 4.698646], [2.691315, -1.599576, -1.453462], [-0.131251, -4.719800, 1.956874], [0.902217, -1.188598, 4.863706], [-6.446767, 1.478192, -0.324566], [-5.044390, -0.451351, -0.964286], [-5.631828, 3.771113, -0.729559], [-1.070063, 4.150648, -2.989727], [-1.002030, 1.906624, -5.067825], [0.223457, -2.495484, -0.900805], [1.953471, -3.372440, 4.362846], [4.545637, -0.810394, 2.618097], [0.754110, -0.843486, 3.132375], [-0.228631, -4.330622, 0.226660], [-2.842701, -0.080845, -2.012390], [-3.419328, 4.136925, -1.740888], [4.215512, 1.036057, -1.129930], [-2.476878, 3.541628, -3.896247], [3.979669, -3.139206, 3.107121]], "atomic_forces_ev_per_a": [[-0.2, -0.2, 0.0], [-0.2, -0.2, 0.2], [0.0, -0.2, -0.2], [0.1, 0.1, 0.0], [0.5, 0.0, -0.1], [-0.1, 0.2, 0.1], [0.0, -0.1, -0.3], [0.3, 0.1, 0.2], [0.8, -0.3, 0.8], [0.5, 0.2, -0.5], [-0.1, 0.1, 0.0], [0.0, -0.1, 0.1], [-0.1, 0.4, -0.1], [0.1, -0.2, -0.2], [-0.4, 0.2, 0.3], [0.1, 0.2, 0.4], [-0.3, -0.3, -0.1], [0.2, 0.6, -0.3], [0.1, 0.0, 0.0], [-0.1, 0.2, 0.1], [-0.3, 0.1, -0.5], [0.0, 0.0, 0.0], [-0.1, 0.0, 0.0], [0.1, -0.1, 0.5], [0.4, 0.1, -0.3], [-0.2, 0.1, -0.3], [0.1, -0.2, 0.0], [-0.1, 0.1, -0.2], [-0.9, -0.3, 0.2], [0.0, 0.0, 0.1], [0.0, -0.1, 0.0], [-0.1, -0.2, 0.0], [0.0, 0.0, 0.0], [0.2, 0.0, 0.0], [0.1, 0.0, -0.1], [0.1, -0.1, -0.1], [-0.1, 0.1, 0.1], [0.0, 0.0, -0.2], [0.0, 0.0, 0.2], [0.1, -0.1, 0.0], [0.1, 0.0, 0.1], [0.0, 0.0, 0.1], [0.1, 0.1, -0.1], [0.1, -0.1, -0.1], [0.0, 0.0, 0.0], [-0.1, -0.1, 0.0], [0.0, 0.1, -0.1], [0.0, 0.0, 0.0], [-0.1, 0.0, 0.0], [0.0, -0.1, 0.0], [0.0, 0.1, 0.0], [-0.2, 0.1, -0.1], [0.0, -0.1, -0.1], [0.1, -0.1, 0.0], [-0.1, 0.0, 0.0], [-0.1, -0.1, 0.0], [0.0, 0.0, 0.1], [0.1, 0.1, 0.2], [0.1, -0.1, 0.0], [0.1, 0.1, 0.0], [-0.1, 0.0, 0.1], [0.1, 0.0, 0.2], [0.0, 0.0, 0.0]], "lowdin_charge": [0.7020, -0.2696, -0.2869, 0.1325, 0.0165, -0.0386, 0.0539, -0.0276, -0.1760, -0.2542, -0.0753, -0.1512, -0.2506, -0.0822, -0.1285, -0.0472, -0.4287, -0.3069, -0.0223, -0.0791, -0.1872, -0.0891, -0.1787, -0.4374, -0.0783, -0.1342, 0.0097, -0.0263, -0.2963, -0.0405, -0.0735, 0.0062, -0.0603, 0.0932, 0.0554, 0.0788, 0.1244, 0.0786, 0.1319, 0.1155, 0.1232, 0.1260, 0.0736, 0.1225, 0.1189, 0.0593, 0.1382, 0.1178, 0.1004, 0.1042, 0.1036, 0.1182, 0.0767, 0.1106, 0.1321, 0.1521, 0.0925, 0.1361, 0.1153, 0.1177, 0.1271, 0.1240, 0.1381], "e_lumo_ha": 0.025, "homo_ev": -8.66, "orbital_gap_ha": 0.3432, "total_charge": 0, "smiles": "CCOC(=O)[C@H]1CCCN(C(=O)COc2ccc(S(=O)(=O)N(CC)c3ccccc3)cc2)C1"}

Question: Which formula does entry 1 have?
Answer: C22H16Cl4O5P